Entry 1:
Entry from OMol25: a molecular structure, C43H36BrO2P2Rh (ωB97M-V/def2-TZVPD).

```
85
C43H36BrO2P2Rh | OMol25 | ωB97M-V/def2-TZVPD
C 3.724 0.252 -2.117
C 3.408 0.872 -0.907
C 4.354 0.901 0.129
C 5.638 0.403 -0.081
C 5.983 -0.124 -1.322
C 5.012 -0.226 -2.323
P 1.725 1.480 -0.647
C 1.950 2.750 0.652
C 1.501 2.501 1.955
C 1.716 3.455 2.951
C 2.366 4.654 2.651
C 2.822 4.893 1.348
C 2.602 3.948 0.341
Rh 0.224 0.114 -0.175
P 0.914 -1.896 -0.384
C 2.490 -2.188 0.495
C 3.571 -2.821 -0.122
C 4.731 -3.083 0.605
C 4.825 -2.713 1.948
C 3.767 -2.027 2.548
C 2.598 -1.766 1.831
C -0.234 -3.146 0.336
C -1.582 -3.105 -0.051
C -2.500 -4.019 0.462
C -2.081 -4.995 1.367
C -0.748 -5.035 1.771
C 0.176 -4.110 1.269
C 1.080 -2.425 -2.129
C 0.732 -1.551 -3.172
C 0.896 -1.964 -4.496
C 1.348 -3.251 -4.796
C 1.613 -4.146 -3.750
C 1.476 -3.739 -2.421
C 1.295 2.402 -2.176
C 2.279 2.891 -3.050
C 1.900 3.541 -4.229
C 0.547 3.707 -4.543
C -0.428 3.224 -3.667
C -0.063 2.600 -2.472
H -1.926 -2.330 -0.743
H -3.539 -3.958 0.146
H -2.802 -5.713 1.756
H -0.415 -5.781 2.492
H 1.212 -4.145 1.613
H 3.498 -3.115 -1.165
H 5.572 -3.563 0.104
H 5.729 -2.942 2.520
H 3.845 -1.679 3.578
H 1.773 -1.227 2.295
H 0.328 -0.566 -2.945
H 0.657 -1.266 -5.300
H 1.483 -3.561 -5.836
H 1.927 -5.167 -3.965
H 1.672 -4.439 -1.610
H 3.336 2.761 -2.821
H 2.680 3.911 -4.894
H 0.257 4.216 -5.460
H -1.485 3.332 -3.904
H -0.824 2.246 -1.777
H 0.968 1.577 2.181
H 1.372 3.247 3.962
H 2.523 5.402 3.429
H 3.353 5.812 1.101
H 2.934 4.137 -0.683
H 4.077 1.333 1.093
H 6.362 0.440 0.733
H 7.003 -0.458 -1.494
H 5.196 -0.662 -3.297
H 2.982 0.157 -2.917
H 6.793 -2.163 -2.655
H 6.311 -1.940 -3.194
Br -3.441 -1.320 2.532
C -4.237 0.285 1.965
C -5.524 0.640 2.391
C -6.026 1.920 2.143
C -5.233 2.885 1.529
C -3.949 2.559 1.116
C -3.475 1.257 1.254
C -2.098 0.988 0.737
O -1.242 1.930 0.727
O -1.793 -0.168 0.286
H -6.138 -0.070 2.937
H -7.041 2.166 2.445
H -5.585 3.906 1.376
H -3.272 3.315 0.710
```

## Properties
2S+1: 5
Lowest unoccupied orbital energy (spin up / spin down), eV: -5.89 / -10.07
HOMO (spin up / spin down), eV: -11.9229 / -13.6853
HOMO-LUMO gap (spin up / spin down), eV: 6.032 / 3.616
Strongest force on any atom, eV Å⁻¹: 6.30
Total charge: +2

=====

Entry 2:
Entry from OMol25: a molecular structure, C43H37BrNP2RhSi (ωB97M-V/def2-TZVPD).

```
86
C43H37BrNP2RhSi | OMol25 | ωB97M-V/def2-TZVPD
Rh -0.104 -0.996 0.034
C 3.275 -2.816 -0.151
Si 2.314 -1.159 0.013
C 2.857 -0.318 1.666
C 4.192 -0.089 1.972
C 4.548 0.473 3.189
C 3.577 0.813 4.117
C 2.245 0.580 3.836
C 1.893 0.023 2.610
P 0.162 -0.426 2.315
C -0.842 0.965 2.875
C -2.182 0.702 3.165
C -3.028 1.731 3.524
C -2.536 3.027 3.616
C -1.207 3.293 3.318
C -0.361 2.270 2.928
C -0.029 -1.693 3.613
C 0.268 -3.027 3.358
C 0.301 -3.938 4.397
C 0.066 -3.517 5.697
C -0.226 -2.187 5.952
C -0.293 -1.273 4.918
C 2.731 -0.117 -1.570
C 4.012 0.365 -1.797
C 4.324 0.981 -2.999
C 3.371 1.098 -4.000
C 2.094 0.609 -3.794
C 1.772 0.036 -2.568
P 0.084 -0.575 -2.312
C 0.045 -1.853 -3.607
C -0.342 -1.500 -4.901
C -0.108 -2.377 -5.943
C 0.490 -3.605 -5.706
C 0.836 -3.973 -4.415
C 0.617 -3.100 -3.366
C -1.036 0.715 -2.899
C -2.361 0.334 -3.128
C -3.288 1.277 -3.521
C -2.900 2.598 -3.694
C -1.587 2.976 -3.457
C -0.654 2.047 -3.036
H 4.335 -2.577 -0.175
H 3.039 -3.354 -1.065
H 3.103 -3.483 0.688
H 4.961 -0.363 1.269
H 5.590 0.632 3.422
H 3.850 1.260 5.061
H 1.482 0.830 4.558
H -2.545 -0.316 3.112
H -4.063 1.519 3.739
H -3.191 3.831 3.913
H -0.822 4.299 3.388
H 0.669 2.489 2.683
H 0.461 -3.367 2.350
H 0.511 -4.976 4.195
H 0.102 -4.227 6.507
H -0.404 -1.854 6.964
H -0.546 -0.243 5.122
H 4.773 0.254 -1.041
H 5.324 1.353 -3.165
H 3.614 1.576 -4.936
H 1.348 0.674 -4.575
H -0.817 -0.549 -5.099
H -0.385 -2.097 -6.949
H 0.680 -4.282 -6.524
H 1.281 -4.938 -4.227
H 0.880 -3.393 -2.358
H -2.644 -0.705 -3.006
H -4.308 0.977 -3.696
H -3.616 3.332 -4.025
H -1.282 4.000 -3.598
H 0.363 2.360 -2.842
C -4.222 3.649 -0.021
C -3.431 2.382 -0.001
C -4.026 1.124 0.053
C -3.272 -0.041 0.067
C -1.893 0.118 0.033
Br -0.883 -3.319 -0.040
N -1.347 1.301 -0.013
C -2.039 2.422 -0.031
H -5.256 3.473 0.260
H -4.221 4.074 -1.024
H -3.797 4.391 0.652
H -5.104 1.041 0.077
H -3.752 -1.005 0.114
H -1.488 3.352 -0.061
```

## Properties
Lowest unoccupied orbital energy, eV: -9.04
HOMO, eV: -13.7393
HOMO-LUMO gap, eV: 4.697
Strongest force on any atom, eV Å⁻¹: 3.64
Total charge: +2

=====

Entry 3:
Entry from OMol25: a molecular structure, C43H37F11KN7O4 (ωB97M-V/def2-TZVPD).

```
103
C43H37F11KN7O4 | OMol25 | ωB97M-V/def2-TZVPD
K -0.109 -0.002 -1.083
C -1.969 0.076 -4.004
N -1.936 1.144 -3.026
C -3.268 1.473 -2.533
C -3.907 0.399 -1.643
N -3.350 0.269 -0.319
C -3.763 1.081 0.639
C -4.659 2.193 0.616
F -5.214 2.620 -0.560
C -5.004 2.934 1.733
F -5.856 3.975 1.594
C -4.502 2.643 2.980
F -4.853 3.365 4.076
C -3.623 1.568 3.075
F -3.126 1.241 4.286
C -3.278 0.835 1.971
F -2.451 -0.211 2.156
C -1.273 2.312 -3.595
C -0.656 3.267 -2.578
N 0.568 2.683 -2.063
C 1.434 3.452 -1.426
C 1.383 4.842 -1.095
F 0.281 5.587 -1.393
C 2.396 5.519 -0.443
F 2.249 6.837 -0.189
C 3.555 4.889 -0.043
F 4.556 5.563 0.581
C 3.658 3.531 -0.312
F 4.773 2.871 0.069
C 2.654 2.859 -0.958
F 2.829 1.534 -1.161
H -2.553 0.356 -4.904
H -0.949 -0.164 -4.311
H -2.411 -0.824 -3.579
H -3.200 2.396 -1.958
H -3.939 1.681 -3.394
H -4.991 0.589 -1.647
H -3.778 -0.569 -2.142
H -0.453 1.942 -4.212
H -1.966 2.856 -4.267
H -0.502 4.222 -3.099
H -1.384 3.474 -1.780
C 5.258 -3.033 3.144
C 4.216 -2.661 4.196
C 4.881 -1.826 5.283
C 3.860 -1.184 6.206
C 2.956 -0.305 5.391
C 2.450 0.884 5.863
C 1.576 1.624 5.074
F 1.104 2.788 5.583
C 1.185 1.207 3.835
C 1.701 0.006 3.333
C 1.246 -0.442 1.986
O 0.552 0.315 1.322
C 1.658 -1.792 1.631
C 2.527 -2.427 2.447
N 3.085 -1.935 3.596
C 2.601 -0.737 4.100
C 1.292 -2.608 0.368
O 0.904 -3.768 0.593
O 1.525 -2.050 -0.726
H 6.132 -3.463 3.638
H 5.569 -2.139 2.599
H 4.891 -3.757 2.421
H 3.825 -3.580 4.651
H 5.479 -1.042 4.808
H 5.568 -2.473 5.832
H 4.347 -0.603 6.991
H 3.272 -1.966 6.701
H 2.710 1.247 6.850
H 0.490 1.768 3.225
H 2.816 -3.435 2.184
O -1.472 -2.126 -1.276
C -2.293 -3.015 -1.279
C -3.005 -3.418 -0.012
C -4.413 -2.812 0.043
C -5.225 -3.101 -1.226
C -4.928 -4.487 -1.801
C -3.751 -4.498 -2.783
N -2.603 -3.668 -2.445
H -2.393 -3.039 0.803
H -3.039 -4.506 0.063
H -4.309 -1.735 0.196
H -4.932 -3.227 0.912
H -4.998 -2.347 -1.986
H -6.291 -3.001 -1.009
H -5.789 -4.870 -2.356
H -4.754 -5.193 -0.987
H -4.129 -4.122 -3.739
H -3.435 -5.533 -2.955
H -2.053 -3.326 -3.218
N 4.329 3.524 -5.912
C 4.037 2.617 -5.268
C 3.664 1.461 -4.500
C 4.639 0.596 -4.004
C 4.231 -0.515 -3.301
C 2.866 -0.735 -3.125
N 1.938 0.090 -3.598
C 2.323 1.175 -4.256
H 5.687 0.812 -4.167
H 4.946 -1.204 -2.873
H 2.505 -1.576 -2.542
H 1.553 1.859 -4.585
```

## Properties
Energy above the lowest of the compared OMol25 structures with the same formula, charge and spin, kJ/mol: 115.1
Lowest unoccupied orbital energy, eV: 3.68
HOMO, eV: -1.4887
HOMO-LUMO gap, eV: 5.174
Strongest force on any atom, eV Å⁻¹: 0.60
Total charge: -2

=====

Entry 4:
Entry from OMol25: 6 unconnected molecules or ions with the total composition C43H37N3O24PS (ωB97M-V/def2-TZVPD).

```
109
C43H37N3O24PS | OMol25 | ωB97M-V/def2-TZVPD
C 3.526 1.741 2.967
C 2.188 1.292 3.721
C 1.660 -0.132 3.209
C 1.041 0.140 1.791
C -0.199 0.920 1.716
N -0.780 1.210 0.503
C -0.261 0.833 -0.714
C 0.968 0.062 -0.723
C 1.668 -0.393 -2.062
C 2.844 0.674 -2.290
S 3.139 1.042 -4.061
C 3.666 2.783 -3.974
N 3.682 3.493 -2.824
N 4.080 4.772 -3.063
C 4.338 4.780 -4.379
O 4.103 3.589 -5.014
C 1.666 -0.323 0.535
C 2.985 -1.173 0.530
O 2.831 -2.358 0.634
O 4.210 -0.551 0.454
P 5.405 -1.482 -0.330
O 5.635 -1.096 -1.755
H 3.688 1.120 2.049
H 4.419 1.743 3.643
H 3.383 2.796 2.593
H 2.346 1.270 4.826
H 1.439 2.096 3.505
H 0.914 -0.561 3.917
H 2.566 -0.771 3.049
H -0.696 1.305 2.635
H -1.635 1.775 0.487
H -0.763 1.111 -1.673
H 0.926 -0.367 -2.909
H 2.106 -1.421 -1.944
H 2.464 1.627 -1.816
H 3.775 0.413 -1.729
H 4.685 5.751 -4.786
H 5.139 -2.881 -0.264
H 6.618 -1.213 0.385
C -0.061 5.621 7.737
C 0.071 4.317 7.473
C 0.065 3.800 6.071
O 0.209 2.603 5.871
C -0.118 4.759 4.986
C -0.254 6.064 5.249
C -0.221 6.585 6.650
O -0.330 7.780 6.842
O -0.426 6.963 4.268
O 0.216 3.411 8.459
H -0.056 6.007 8.747
H -0.137 4.370 3.977
H -0.496 7.830 4.716
H 0.292 2.546 8.014
C -1.527 -2.227 -5.546
C -2.756 -2.685 -5.812
C -3.340 -3.836 -5.055
O -4.467 -4.209 -5.314
C -2.515 -4.471 -4.027
C -1.287 -4.015 -3.767
C -0.715 -2.847 -4.504
O 0.405 -2.451 -4.221
O -0.507 -4.585 -2.827
O -3.521 -2.131 -6.767
H -1.094 -1.394 -6.084
H -2.940 -5.314 -3.499
H 0.325 -4.074 -2.832
H -4.357 -2.639 -6.761
C -5.383 0.899 -10.212
C -5.704 2.162 -10.512
C -5.560 3.263 -9.511
O -5.845 4.401 -9.830
C -5.079 2.915 -8.172
C -4.763 1.653 -7.874
C -4.881 0.559 -8.882
O -4.562 -0.573 -8.565
O -4.319 1.303 -6.648
O -6.170 2.500 -11.727
H -5.480 0.093 -10.927
H -4.996 3.717 -7.451
H -4.161 0.339 -6.695
H -6.324 3.463 -11.690
C 3.578 -5.188 2.592
C 3.387 -5.952 3.672
C 3.969 -7.326 3.771
O 3.785 -7.979 4.779
C 4.737 -7.829 2.632
C 4.926 -7.065 1.551
C 4.366 -5.682 1.466
O 4.577 -5.011 0.469
O 5.628 -7.508 0.491
O 2.663 -5.521 4.720
H 3.165 -4.193 2.510
H 5.138 -8.830 2.708
H 5.621 -6.775 -0.153
H 2.676 -6.253 5.367
C -4.556 0.660 6.502
C -5.350 0.454 5.445
C -4.788 0.124 4.099
O -5.543 -0.074 3.167
C -3.332 0.058 3.960
C -2.541 0.267 5.016
C -3.104 0.571 6.367
O -2.343 0.736 7.303
O -1.198 0.215 4.914
O -6.687 0.534 5.545
H -4.949 0.897 7.481
H -2.938 -0.165 2.978
H -0.860 0.402 5.814
H -7.031 0.344 4.650
```

## Properties
Lowest unoccupied orbital energy, eV: -4.41
HOMO, eV: -10.8905
HOMO-LUMO gap, eV: 6.485
Strongest force on any atom, eV Å⁻¹: 3.93
Total charge: +1